Version i
The following is a DFT calculation (ωB97M-V/def2-TZVPD) of a molecular structure, C2HBr2FO.

Each line ends with the Löwdin charge.
Atoms and positions in Å:
Br 1.42488 -1.85256 -0.15611  0.612
Br 1.92326 1.05472 1.16503  0.638
F -0.05509 -0.63652 1.77376  -0.133
O -0.87050 0.07263 -2.03496  0.082
C 0.68101 -0.29440 0.71648  -1.272
C -1.14567 0.60227 -1.05444  -0.036
H -1.95789 1.05386 -0.40977  0.109

Values from the calculation:
LUMO (alpha / beta): 0.0369 / -0.8015 eV

---

Version ii
The following is a DFT calculation (ωB97M-V/def2-TZVPD) of a molecular structure, C2HBr2FO.

Each line ends with the Löwdin charge.
Atoms and positions in Å:
Br -0.82777 -1.14315 -1.50199  0.758
Br -1.70335 0.40272 1.05611  0.762
F 0.23807 -1.53675 0.91747  0.002
O 1.66086 1.03960 0.47179  0.100
C 0.71253 0.67815 -0.14225  -0.393
C -0.26449 -0.55813 0.22200  -1.307
H 0.18413 1.11756 -1.02312  0.079

Values from the calculation:
LUMO: 0.1471 eV

---

Short version: version i is the least stable of them.

---

Version i
The following is a DFT calculation (ωB97M-V/def2-TZVPD) of a single H4N2O2Si molecule.

Each line ends with the Löwdin charge.
Atoms and positions in Å:
Si 0.26743 -0.81325 -0.24319  0.822
O -1.56485 1.14109 -0.42287  0.003
O -2.18228 -0.60243 0.65062  -0.016
N -1.38877 0.02310 -0.01896  -0.555
N 1.31241 0.63172 0.75507  -0.144
H -0.18333 -2.21276 -0.03383  -0.034
H 0.74327 1.46417 0.72636  -0.029
H 0.81665 -0.42120 -1.63779  -0.033
H 2.17946 0.78957 0.22459  -0.015

Values from the calculation:
LUMO: -0.4204 eV
SMILES: N[SiH2][N+](=O)[O-]

---

Version ii
The following is a DFT calculation (ωB97M-V/def2-TZVPD) of 2 unconnected molecules or ions with the total composition H4N2O2Si.

Each line ends with the Löwdin charge.
Atoms and positions in Å:
Si -1.65636 -0.31144 -0.24520  0.533
O -1.34080 2.23719 0.47595  -0.029
O -2.53417 -1.11636 0.63065  -0.361
N -0.88293 1.26662 -0.10070  -0.183
N 1.73066 -0.41494 0.08969  -0.006
H 1.23091 -0.31658 0.93308  -0.030
H 2.28407 0.45730 0.06943  0.024
H 2.43917 -1.17390 -0.10899  0.053
H -1.27055 -0.62788 -1.74391  0.001

Values from the calculation:
LUMO (alpha / beta): -1.5099 / -1.5116 eV
SMILES: O=N[SiH]=O.N

---

Short version: version i is the least stable of them.